The following is a DFT calculation (ωB97M-V with the def2-TZVPD basis set) of C43H47BF4N5P2SSi2V as an isolated structure in a non-equilibrium geometry.

Net charge: +2
Gap between HOMO and LUMO: 6.53 eV
E_LUMO: -6.638 eV
HOMO energy: -13.17 eV

Cartesian coordinates (Å):
V (0.0652, -0.2929, -0.0592)
S (1.9930, 0.6234, 2.4072)
P (-1.4073, 0.0057, 2.1611)
P (-0.9597, 2.2727, -0.1149)
Si (0.0228, 1.9362, -2.9297)
Si (-0.2153, -2.9452, 1.7794)
F (-1.0839, -1.1946, -1.1842)
F (-1.6040, -2.7260, -3.3389)
F (-2.5744, -3.4331, -1.3730)
F (-3.4192, -1.5947, -2.4714)
N (1.9313, -0.0388, 0.8278)
N (-0.5653, -1.2154, 1.4334)
N (4.2565, -0.0207, 0.6436)
N (-0.2223, 1.3811, -1.2501)
N (1.5600, -0.8183, -1.5606)
C (-0.6239, 1.1059, 1.1043)
C (5.0505, -0.6053, 4.7106)
C (-0.5972, 1.5149, 4.3104)
C (-4.8134, 3.3353, 0.5361)
C (6.0768, -0.7331, 3.7864)
C (-5.4098, 0.1100, 2.7880)
C (-3.6562, -0.9718, 0.9119)
C (2.2253, -1.7185, -3.6646)
C (3.5419, -0.0142, 2.9461)
C (-1.1085, 0.2866, 3.8963)
C (0.6213, -3.5882, 0.2460)
C (-0.6911, 3.6488, -3.1187)
C (4.5617, -0.1646, 2.0276)
C (-3.4048, 1.7239, -1.2482)
C (3.0322, -0.2011, 0.1515)
C (3.5490, -1.4828, -3.3622)
C (-0.1964, 3.8553, 0.2217)
C (0.9682, -2.9821, 3.2107)
C (-4.7883, 1.7899, -1.3156)
C (-3.4297, 3.2802, 0.6065)
C (1.1311, 6.2477, 0.6876)
C (5.8314, -0.5288, 2.4348)
C (-4.0447, 0.3062, 2.9342)
C (-5.4892, 2.5958, -0.4287)
C (1.8435, 2.0930, -3.2933)
C (1.2559, -1.3757, -2.7338)
C (1.1125, 3.8465, 0.7104)
C (-0.8840, 0.8620, -4.1534)
C (-5.8944, -0.6295, 1.7158)
C (-1.2403, -0.4486, 6.1809)
C (-5.0200, -1.1689, 0.7786)
C (-3.1660, -0.2400, 1.9947)
C (-2.7243, 2.4800, -0.2969)
C (2.8534, -0.6443, -1.2473)
C (-1.8280, -3.7859, 2.1363)
C (-0.8367, 5.0673, -0.0320)
C (-1.4464, -0.6916, 4.8330)
C (3.7727, -0.2582, 4.2888)
C (3.8708, -0.9471, -2.1183)
C (-0.1706, 6.2610, 0.2040)
C (-0.7239, 0.7759, 6.5940)
C (-0.4105, 1.7594, 5.6632)
C (1.7739, 5.0407, 0.9402)
B (-2.4928, -2.5408, -2.3587)
H (1.0402, -4.0039, 3.6058)
H (1.9710, -2.6742, 2.8981)
H (2.4359, 1.2037, -3.0890)
H (1.6068, 2.9058, 0.9164)
H (1.9923, 2.3524, -4.3506)
H (-0.5496, 1.1305, -5.1651)
H (1.6472, 7.1815, 0.8715)
H (-1.7223, 3.7496, -2.7739)
H (-0.0773, 4.4127, -2.6322)
H (-0.6949, 3.8707, -4.1943)
H (0.2130, -1.5688, -2.9152)
H (-0.3437, 2.2749, 3.5766)
H (6.6261, -0.6559, 1.7051)
H (-2.9742, -1.3953, 0.1897)
H (-0.0064, -3.5021, -0.6451)
H (-0.0227, 2.7165, 5.9913)
H (-1.4936, -1.2068, 6.9119)
H (-3.6695, 0.8737, 3.7763)
H (1.9270, -2.1662, -4.6031)
H (7.0730, -1.0050, 4.1131)
H (4.9100, -0.7904, -1.8620)
H (5.2419, -0.7759, 5.7635)
H (0.8440, -4.6527, 0.3884)
H (-0.7750, -0.2140, -4.0445)
H (-2.3279, -4.0752, 1.2083)
H (-6.9616, -0.7887, 1.6116)
H (4.3330, -1.7283, -4.0675)
H (-6.5698, 2.6485, -0.4861)
H (-0.5759, 0.9667, 7.6496)
H (-5.3185, 1.2051, -2.0580)
H (2.7887, 5.0350, 1.3201)
H (-1.6597, -4.6915, 2.7299)
H (2.2528, 2.9139, -2.6939)
H (1.5806, -3.0913, 0.0668)
H (-6.0946, 0.5271, 3.5171)
H (-5.3650, 3.9593, 1.2287)
H (-2.9043, 3.8570, 1.3608)
H (0.6551, -2.3263, 4.0265)
H (-5.3989, -1.7488, -0.0554)
H (5.0297, -0.1381, 0.0099)
H (-2.5162, -3.1434, 2.6929)
H (-2.8578, 1.0718, -1.9187)
H (2.9629, -0.1540, 5.0048)
H (-1.8473, 5.0848, -0.4200)
H (-1.8778, -1.6365, 4.5149)
H (-1.9553, 1.0806, -4.1091)
H (-0.6687, 7.2024, 0.0074)